The following is a quantum chemistry calculation of a cluster of 7 separate species, C39H84BF8N2O15P2S2 in total in a non-equilibrium geometry, from the Open Molecules 2025 dataset.

```
153
Properties=species:S:1:pos:R:3:forces:R:3:lowdin_charge:R:1
C 0.4232 3.9328 1.4086 0.25 -0.17 -0.16 -0.05
C 1.0017 2.6534 1.9964 -0.39 0.35 -0.12 -0.26
O 0.0379 1.5928 1.8156 0.68 0.01 -0.02 -0.21
P 0.4399 0.0523 1.9490 -1.15 -0.59 0.43 0.49
O -0.7020 -0.7103 2.4673 0.16 0.05 -0.15 -0.25
C 0.8981 -0.5266 0.2793 0.16 0.48 0.14 -0.18
C 0.6575 0.5378 -0.7975 0.21 0.15 0.18 -0.20
C 1.2145 0.2268 -2.1898 -0.10 -0.03 0.28 -0.08
C 0.7203 -1.0153 -2.9860 -0.37 0.19 0.46 -0.37
C -0.4810 -1.7506 -2.3701 -0.25 -0.43 -0.52 -0.08
C -1.7417 -0.9466 -2.0378 0.20 -0.19 0.02 -0.16
F -1.8738 -0.8977 -0.6647 -0.33 0.18 0.06 -0.03
C 0.2841 -0.5512 -4.3805 -0.02 0.14 -0.26 -0.01
N 0.5320 -1.5216 -5.5116 -0.03 0.19 0.33 -0.05
N 0.3487 -0.7751 -6.7210 -0.31 -0.09 -0.24 0.04
C -0.7843 -0.7122 -7.1946 -0.13 -0.07 0.35 -0.73
S -2.2081 -0.5743 -7.7573 0.09 0.02 -0.20 0.91
C 1.9150 -2.1381 -5.4961 1.24 0.44 0.08 -0.35
C 2.0574 -3.1466 -6.6598 -0.42 -0.10 -0.12 -0.13
C 0.7967 -3.7132 -7.3391 0.19 -0.21 -0.20 -0.23
O 0.4532 -2.9509 -8.4884 -0.02 0.05 0.07 -0.07
P 3.0982 -0.6572 -6.0697 -0.33 0.34 -0.18 1.00
C 3.5179 0.3042 -4.5922 0.18 0.04 0.17 -0.26
O 4.4933 -1.4548 -6.3756 -0.07 -0.09 0.09 -0.30
C 2.1015 -2.7806 -4.0835 -0.88 -1.23 -0.38 -0.28
B 1.2979 -4.2107 -3.7710 0.25 -0.21 0.17 -0.47
C 0.8932 -4.6580 -2.3305 0.03 0.15 -0.25 0.03
O 1.0146 -5.0288 -4.8228 -0.56 0.60 -0.25 0.15
S 3.8887 -3.2069 -3.6093 0.38 0.34 1.01 0.84
O 3.7449 -3.7774 -2.3024 -0.19 -0.21 -0.22 -0.23
O 4.7779 -2.1042 -3.7773 -0.12 -0.10 -0.31 -0.24
C 4.6072 -4.5948 -4.6401 0.30 -0.05 -0.21 -0.44
F 3.7135 -5.5633 -4.9009 -0.25 0.04 0.10 0.13
F 5.0151 -4.0920 -5.8058 -0.01 0.06 0.00 0.13
C 5.8438 -5.2503 -3.9163 -0.08 -0.19 -0.17 -0.36
F 6.6945 -5.6140 -4.8907 0.04 0.00 0.07 0.17
F 6.4593 -4.3721 -3.1240 -0.09 0.06 0.04 0.17
C 5.5062 -6.5508 -3.1065 0.20 0.04 0.16 -0.54
F 4.3681 -6.4407 -2.4218 0.11 -0.04 -0.11 0.17
F 5.4188 -7.5893 -3.9362 -0.13 0.13 0.08 0.19
F 6.5001 -6.7702 -2.2495 -0.11 -0.02 -0.09 0.20
O 1.8260 -1.9289 -2.9951 0.53 0.57 -0.34 -0.08
O 1.6997 -0.0771 2.9137 0.14 0.23 -0.54 -0.19
C 3.0607 0.1803 2.5233 0.25 0.17 0.36 -0.28
C 3.9335 -0.9961 2.9268 -0.21 -0.05 0.22 -0.05
H -0.6641 3.8950 1.4349 0.00 0.09 0.17 0.08
H 0.7828 4.7920 1.9723 -0.11 0.04 0.01 0.08
H 0.7340 4.0543 0.3692 -0.10 0.01 -0.03 0.07
H 1.1748 2.7821 3.0637 0.12 -0.12 0.00 0.10
H 1.9368 2.4076 1.4888 0.08 -0.06 0.15 0.10
H 1.9401 -0.8529 0.2524 -0.05 -0.16 -0.02 0.10
H 0.2385 -1.3841 0.1915 0.17 -0.12 -0.09 0.07
H -0.3819 0.8588 -0.8027 -0.03 -0.14 -0.05 0.11
H 1.2008 1.4346 -0.4855 0.00 0.03 -0.10 0.11
H 2.2898 0.1046 -2.0654 0.00 -0.09 -0.14 0.12
H 1.0941 1.1299 -2.7926 -0.06 -0.03 -0.04 0.12
H -0.7808 -2.5236 -3.0932 0.05 0.00 -0.02 0.12
H -0.1870 -2.3185 -1.4925 0.04 0.15 0.06 0.12
H -2.6309 -1.4382 -2.4337 -0.02 -0.02 0.05 0.13
H -1.7243 0.0801 -2.4153 0.06 0.02 0.03 0.12
H -0.7958 -0.3975 -4.3818 0.02 0.08 -0.01 0.14
H 0.7218 0.3854 -4.7138 0.33 -0.13 0.05 0.12
H -0.1746 -2.2658 -5.4855 0.15 -0.14 0.07 0.17
H 2.6302 -3.9974 -6.3151 0.11 0.02 0.13 0.10
H 2.6340 -2.6969 -7.4677 -0.02 0.04 0.02 0.11
H 1.0333 -4.7352 -7.6368 -0.01 -0.03 0.09 0.14
H -0.0633 -3.8075 -6.6670 -0.04 0.09 0.00 0.10
H 0.2711 -3.5473 -9.2189 -0.04 -0.01 -0.01 0.10
H 2.8438 1.1548 -4.4929 -0.07 -0.04 -0.05 0.03
H 3.5894 -0.2268 -3.6519 -0.02 0.02 -0.05 0.02
H 4.5050 0.7261 -4.7921 -0.01 -0.01 -0.05 0.06
H 4.6935 -1.3639 -7.3133 0.06 -0.07 -0.03 0.07
H 1.1186 -5.7234 -2.2362 -0.05 -0.01 0.09 0.07
H 1.4110 -4.1231 -1.5405 -0.11 0.04 0.05 0.08
H -0.1886 -4.5518 -2.2005 0.02 -0.12 0.17 0.09
H 0.3560 -5.6965 -4.5941 0.31 -0.29 0.10 0.13
H 3.3786 1.0768 3.0571 -0.07 0.02 0.01 0.12
H 3.1355 0.4050 1.4573 -0.05 -0.06 -0.03 0.10
H 3.4399 -1.5105 3.7519 0.02 -0.01 -0.01 0.09
H 4.8933 -0.6503 3.3075 0.10 -0.03 -0.22 0.08
H 4.0808 -1.7149 2.1225 0.03 0.02 -0.02 0.07
C -1.3685 5.0867 6.8465 0.05 0.07 -0.08 -0.06
C -0.8497 4.4597 5.5647 0.10 -0.08 0.24 -0.49
C -0.4810 2.9969 5.7460 -0.02 -0.05 -0.15 -0.05
O 0.2809 5.1878 5.0688 -0.04 -0.04 -0.17 -0.06
H -0.6000 5.0458 7.6247 -0.02 -0.07 0.02 0.09
H -1.6299 6.1317 6.6977 -0.04 -0.01 0.00 0.06
H -2.2515 4.5594 7.2118 0.01 -0.02 0.01 0.08
H -1.6080 4.5453 4.7838 0.04 0.05 -0.04 0.14
H 0.3155 2.8871 6.4874 -0.03 0.03 0.04 0.09
H -0.1250 2.5843 4.8014 -0.02 -0.08 0.03 0.05
H -1.3359 2.4040 6.0726 0.00 0.01 0.02 0.09
H 0.9690 5.1421 5.7418 -0.02 0.05 0.02 0.08
C -5.2973 7.6133 7.6530 0.07 -0.06 -0.08 -0.06
C -4.1398 7.3232 8.5937 -0.14 0.19 0.02 -0.50
C -4.3391 7.9812 9.9499 0.10 -0.04 0.04 -0.06
O -2.9040 7.7414 8.0125 0.03 -0.03 0.02 -0.07
H -5.3847 8.6878 7.4728 -0.04 0.00 0.04 0.09
H -5.1443 7.1329 6.6868 -0.01 -0.02 0.01 0.08
H -6.2432 7.2624 8.0681 0.00 0.02 0.01 0.07
H -4.0377 6.2439 8.7261 0.05 0.00 -0.02 0.13
H -4.3972 9.0674 9.8362 -0.05 0.00 -0.01 0.08
H -3.5021 7.7583 10.6115 -0.01 -0.02 0.00 0.08
H -5.2596 7.6384 10.4244 -0.01 0.01 -0.01 0.08
H -2.9491 8.6947 7.8786 -0.01 0.00 0.00 0.09
C -4.6446 -3.7648 1.0180 0.04 -0.03 -0.09 -0.07
C -3.3559 -4.0223 1.7848 -0.10 0.17 0.11 -0.50
C -3.4309 -3.4844 3.2047 0.06 -0.03 0.03 -0.06
O -2.2440 -3.4519 1.0993 -0.01 -0.07 -0.30 -0.07
H -4.8301 -2.6889 0.9482 -0.02 0.00 0.05 0.08
H -4.5719 -4.1615 0.0041 0.00 -0.02 0.01 0.07
H -5.5006 -4.2273 1.5109 0.00 0.01 0.01 0.08
H -3.1578 -5.0958 1.8102 0.04 0.00 -0.03 0.14
H -3.5805 -2.4018 3.1904 -0.02 0.00 -0.01 0.08
H -2.4999 -3.6806 3.7350 0.00 0.00 -0.01 0.08
H -4.2540 -3.9405 3.7573 -0.01 0.00 -0.01 0.08
H -2.3789 -2.4962 1.0681 0.18 0.04 0.18 0.05
C -9.7309 6.7513 5.1197 0.07 -0.04 -0.07 -0.06
C -8.7262 7.2267 6.1573 -0.21 0.11 -0.01 -0.51
C -9.4162 7.8240 7.3737 0.09 0.02 0.05 -0.06
O -7.8196 8.1675 5.5844 0.09 -0.06 0.00 -0.06
H -10.3339 7.5922 4.7657 -0.03 -0.01 0.04 0.08
H -9.2171 6.3223 4.2595 0.01 -0.01 0.01 0.08
H -10.4039 6.0001 5.5348 -0.01 0.01 0.01 0.08
H -8.1015 6.3870 6.4688 0.04 0.02 -0.02 0.13
H -10.0099 8.6945 7.0809 -0.04 -0.03 -0.01 0.08
H -8.6806 8.1541 8.1076 0.00 -0.01 0.00 0.07
H -10.0816 7.1012 7.8475 -0.01 0.00 -0.01 0.08
H -8.3299 8.9311 5.2927 0.00 0.00 0.00 0.09
C 0.5056 -10.5237 -1.3498 -0.05 0.00 0.06 -0.06
C 0.1325 -9.1771 -1.9459 0.22 -0.06 0.07 -0.50
C 1.1488 -8.7121 -2.9768 -0.03 0.06 -0.08 -0.06
O -0.0130 -8.1912 -0.9250 -0.09 0.09 -0.11 -0.05
H 1.4700 -10.4567 -0.8385 0.02 -0.01 -0.04 0.08
H -0.2396 -10.8343 -0.6186 -0.01 0.00 -0.01 0.08
H 0.5803 -11.2923 -2.1198 0.01 0.00 -0.01 0.08
H -0.8512 -9.2469 -2.4140 -0.02 0.03 0.04 0.14
H 2.1325 -8.5837 -2.5166 0.01 -0.03 0.00 0.08
H 0.8429 -7.7459 -3.3840 0.02 -0.01 -0.04 0.05
H 1.2468 -9.4207 -3.8002 0.00 -0.01 0.01 0.09
H 0.8320 -8.1055 -0.4691 -0.03 -0.04 0.05 0.09
C 4.5923 5.2824 -2.5221 -0.09 -0.05 0.05 -0.06
C 5.2649 3.9592 -2.8456 0.03 0.18 -0.09 -0.49
C 6.4642 4.1425 -3.7594 0.01 -0.11 -0.02 -0.06
O 4.3240 3.0509 -3.4358 -0.02 -0.02 0.05 -0.08
H 4.2293 5.7566 -3.4384 0.05 0.02 -0.01 0.08
H 3.7374 5.1289 -1.8631 0.02 0.00 0.01 0.07
H 5.2857 5.9688 -2.0362 0.01 0.01 -0.01 0.08
H 5.5816 3.4747 -1.9206 -0.04 -0.05 -0.01 0.14
H 6.1518 4.5857 -4.7094 0.00 0.05 0.02 0.08
H 6.9338 3.1825 -3.9747 0.01 0.00 0.02 0.08
H 7.2079 4.7984 -3.3069 -0.01 0.01 0.00 0.08
H 4.0231 3.4547 -4.2583 0.02 0.02 0.01 0.08
```
Forces are in eV/Å.

HOMO: -11.043 eV
Total energy: -138155.684 eV
Spin multiplicity: 1
Charge: +1
Frontier orbital gap: 7.02 eV
F_max: 1.6 eV/Å